14
Properties=species:S:1:pos:R:3:forces:R:3:lowdin_charge:R:1 method="wB97M-V/def2-TZVPD" gap_ev=10.358 charge=0 fmax_ev_per_a=0.3 lumo_ev=0.85 energy_ev=-8836.09812 smiles="O=C1CC=CCN1"
O 1.476 2.201 0.339 -0.150 -0.217 -0.042 0.041
N -0.552 1.248 0.076 0.137 0.138 0.033 0.072
C 1.451 -0.166 -0.032 0.014 0.023 0.031 -0.092
C -0.810 -1.184 0.038 0.008 0.002 -0.029 -0.095
C -1.465 0.150 -0.177 -0.015 -0.115 -0.002 -0.182
C 0.507 -1.326 0.111 -0.048 -0.014 -0.002 -0.096
C 0.807 1.199 0.147 0.005 0.010 -0.043 -0.493
H -1.473 -2.042 0.117 0.119 0.125 -0.020 0.104
H 0.944 -2.312 0.262 -0.090 0.155 -0.033 0.104
H 2.278 -0.222 0.681 -0.118 0.009 -0.079 0.123
H -0.933 2.178 0.177 0.026 -0.091 -0.022 0.145
H -1.860 0.203 -1.205 0.045 -0.024 0.147 0.121
H -2.328 0.248 0.493 0.116 -0.018 -0.068 0.119
H 1.915 -0.175 -1.028 -0.050 0.018 0.128 0.131

20
Properties=species:S:1:pos:R:3:forces:R:3:lowdin_charge:R:1 method="wB97M-V/def2-TZVPD" gap_ev=10.320 charge=0 fmax_ev_per_a=1.4 lumo_ev=0.71 energy_ev=-12428.49363 smiles="CNC(=O)CN.O.O"
O -0.195 -0.019 0.871 -0.159 -0.316 0.128 0.022
O 2.111 -2.362 1.876 0.014 0.534 -0.255 -0.076
O -0.894 2.822 1.656 -0.228 -0.300 1.101 -0.081
N -0.604 -1.082 -1.088 0.295 -0.742 -1.082 0.016
N 0.462 1.457 -2.063 -0.210 -0.441 0.497 0.011
C -0.231 -2.407 -0.633 0.312 0.397 0.999 -0.067
C -0.577 1.374 -1.037 -0.553 -0.437 1.194 -0.192
C -0.478 0.008 -0.323 0.586 0.944 -0.086 -0.494
H -0.825 -3.175 -1.122 -0.213 0.041 0.303 0.082
H -0.467 2.042 -0.175 0.131 0.244 -0.671 0.072
H 0.828 -2.675 -0.751 -0.076 0.357 -0.437 0.083
H -1.612 1.522 -1.367 0.298 -0.076 -0.559 0.125
H 1.795 -1.784 2.589 0.054 -0.187 -0.363 0.041
H 0.380 2.280 -2.638 -0.026 0.219 0.063 0.064
H -0.571 -0.942 -2.086 -0.102 0.353 0.063 0.131
H 2.128 -1.784 1.089 -0.105 -0.317 0.640 0.027
H -1.576 2.966 2.335 0.280 0.128 -0.405 0.050
H -0.482 1.989 1.957 -0.132 0.214 -0.463 0.031
H -0.339 -2.321 0.451 -0.385 -0.774 -0.078 0.076
H 1.314 1.520 -1.513 0.218 0.158 -0.589 0.079

25
Properties=species:S:1:pos:R:3:forces:R:3:lowdin_charge:R:1 method="wB97M-V/def2-TZVPD" gap_ev=4.799 charge=+2 fmax_ev_per_a=9.9 lumo_ev=-9.90 energy_ev=-77923.99245
Zn -0.090 1.309 1.106 -0.173 -1.425 -1.982 0.209
S -0.147 -0.939 0.667 1.462 -5.257 -2.772 0.820
O -0.052 2.012 4.047 -0.050 -1.148 -5.126 0.310
O -3.148 1.307 1.132 4.882 -0.132 -0.044 0.284
O 2.967 1.304 1.054 -5.057 0.114 0.082 0.298
O 0.659 -0.746 -0.629 0.237 2.031 2.258 -0.475
O -0.096 4.322 0.598 -0.015 -5.007 0.822 0.305
C -0.067 1.743 2.924 0.023 1.719 9.713 0.008
C -0.099 1.005 -4.081 -0.028 -2.950 -0.079 -0.060
C -0.094 3.181 0.769 0.052 9.042 -2.272 0.039
C 1.814 1.303 1.060 8.627 -0.812 -0.910 0.019
C -0.096 -0.339 -3.760 0.024 2.614 -1.425 -0.077
C 0.663 -1.481 2.217 1.227 0.341 0.323 -0.210
C -0.519 -2.665 0.194 -2.456 -1.238 0.516 -0.166
C -1.995 1.305 1.109 -8.811 0.038 -0.475 0.009
H -1.023 1.505 -4.352 -0.037 0.060 0.394 0.042
H 1.492 -2.185 1.994 -0.622 0.264 0.049 0.103
H 1.122 -0.623 2.739 -0.148 -0.323 -0.080 0.030
H 0.817 1.504 -4.375 0.039 0.050 0.404 0.044
H -1.103 -2.667 -0.749 0.434 0.380 0.569 0.089
H -1.017 -0.912 -3.775 -0.062 0.131 0.363 0.042
H -0.080 -1.938 2.903 0.216 0.212 -0.643 0.100
H 0.823 -0.913 -3.799 0.030 0.142 0.404 0.047
H 0.414 -3.247 0.031 -0.203 1.024 0.342 0.107
H -1.146 -3.147 0.974 0.412 0.131 -0.430 0.083

12
Properties=species:S:1:pos:R:3:forces:R:3:lowdin_charge:R:1 method="wB97M-V/def2-TZVPD" gap_ev=8.400 charge=0 fmax_ev_per_a=1.5 lumo_ev=-0.58 energy_ev=-19970.40541
S -1.963 -0.376 0.000 0.110 0.491 -0.002 0.816
N -0.266 -0.088 -0.010 -0.076 -0.225 0.034 -0.388
N 0.692 -2.314 0.005 -1.043 -1.061 0.037 0.160
N -0.360 2.244 0.005 0.559 -0.130 0.037 0.145
N 1.740 1.024 -0.002 -0.052 -0.057 0.007 0.144
C 0.725 -1.061 0.002 -0.152 0.828 -0.089 -0.459
C 1.968 -0.228 -0.004 0.102 -0.012 0.096 -0.040
C 0.314 1.173 0.000 -0.336 0.342 -0.043 -0.511
H 0.283 3.039 0.019 -0.222 -0.154 -0.029 0.067
H -0.282 -2.704 0.010 1.054 0.491 -0.013 0.060
H 2.966 -0.654 0.007 -0.106 0.013 -0.039 0.123
H -2.233 0.965 -0.006 0.162 -0.526 0.004 -0.117

13
Properties=species:S:1:pos:R:3:forces:R:3:lowdin_charge:R:1 method="wB97M-V/def2-TZVPD" gap_ev=7.536 charge=0 fmax_ev_per_a=1.7 lumo_ev=-0.30 energy_ev=-29435.93088 smiles="NC1=C(C=S)OCS1"
S -3.037 0.104 -0.072 0.448 -0.545 0.060 0.613
S 1.905 0.792 -0.181 0.055 0.699 -0.418 0.995
O 0.657 -1.495 -0.342 -1.301 1.052 -0.422 -0.121
N -0.540 1.944 -0.086 0.174 0.617 0.091 0.105
C -1.698 -0.886 -0.104 1.324 0.170 -0.293 -0.561
C -0.331 -0.476 -0.155 -1.400 -0.710 -0.116 -0.369
C 1.817 -0.980 0.182 0.802 -0.435 1.274 -0.487
C 0.157 0.818 -0.130 0.552 -0.859 0.079 -0.590
H -0.058 2.821 0.105 -0.462 -0.486 -0.149 0.117
H 2.680 -1.486 -0.290 -0.365 0.212 0.689 0.106
H 1.738 -1.025 1.308 0.630 -0.304 -0.953 0.111
H -1.559 1.859 -0.094 0.103 0.082 0.052 0.005
H -1.731 -1.991 -0.142 -0.558 0.507 0.106 0.076

4
Properties=species:S:1:pos:R:3:forces:R:3:lowdin_charge:R:1 method="wB97M-V/def2-TZVPD" gap_ev=9.522 charge=0 fmax_ev_per_a=5.4 lumo_ev=-0.11 energy_ev=-79361.87094
Br -1.648 -0.443 -0.638 -2.625 -0.953 -0.011 0.102
P 0.321 0.216 -0.661 3.949 -0.490 3.591 0.106
H 1.101 -0.860 0.797 -1.271 1.501 -2.675 -0.004
H 0.225 1.086 0.503 -0.054 -0.057 -0.905 -0.204